# 1
ORCA calculation (the ωB97M-V functional and the def2-TZVPD basis) on a cluster of 12 separate species, C18H60N12O12 in total at a distorted geometry.

Last column: Löwdin charge in e.
CARTESIAN COORDINATES (ANGSTROEM)
N 3.154 -0.295 -1.866  0.148
C 3.040 0.761 -2.527  -0.630
N 4.103 1.501 -2.377  0.138
O 1.785 1.228 -3.021  -0.118
H 2.435 -1.029 -1.918  0.064
H 4.087 -0.629 -1.540  0.156
H 3.782 2.415 -2.674  0.113
H 5.002 1.141 -2.847  0.166
N 3.216 -1.156 1.135  0.138
C 3.365 -0.161 1.973  -0.560
N 3.104 1.026 1.448  0.178
O 3.816 -0.203 3.327  -0.142
H 3.766 -2.014 1.362  0.165
H 3.238 -0.905 0.150  0.071
H 3.087 1.873 2.018  0.127
H 2.646 1.107 0.536  0.062
N 0.900 -4.224 1.621  0.125
C 1.067 -3.603 2.798  -0.624
N 1.152 -2.324 2.635  0.123
O 1.258 -4.274 3.960  -0.060
H 0.472 -5.185 1.597  0.158
H 1.452 -3.958 0.826  0.055
H 1.381 -1.772 3.526  0.162
H 1.735 -1.997 1.848  0.072
N -0.865 -3.992 -1.281  0.158
C -1.543 -4.785 -2.039  -0.645
N -2.473 -5.545 -1.578  0.165
O -1.238 -4.982 -3.373  -0.121
H -0.036 -3.521 -1.691  0.065
H -1.086 -3.741 -0.285  0.063
H -2.908 -6.054 -2.333  0.125
H -2.886 -5.574 -0.617  0.126
N 2.824 -3.319 -3.126  0.193
C 2.185 -3.269 -1.979  -0.601
N 1.251 -2.346 -2.092  0.088
O 2.582 -3.890 -0.837  -0.089
H 3.580 -3.953 -3.282  0.125
H 2.397 -2.826 -3.892  0.126
H 0.764 -2.040 -1.221  0.097
H 0.846 -2.189 -3.072  0.176
N -1.837 -3.583 1.166  0.144
C -2.360 -2.446 1.404  -0.513
N -1.550 -1.638 2.070  0.139
O -3.642 -1.933 1.013  -0.124
H -2.353 -4.379 0.776  0.128
H -0.906 -3.713 1.693  0.123
H -2.020 -0.759 2.464  0.112
H -0.629 -1.740 2.425  0.047
C -0.727 3.839 0.884  -0.013
C 0.743 3.389 1.078  -0.598
C 1.423 3.327 -0.311  -0.044
O 1.364 4.310 1.695  0.007
H -1.182 3.930 1.896  0.089
H -1.229 3.061 0.338  0.034
H -0.774 4.778 0.379  0.068
H 0.764 2.438 1.654  0.091
H 0.930 2.681 -1.005  0.034
H 2.444 2.900 -0.229  0.065
H 1.487 4.325 -0.874  0.123
H 2.288 4.345 1.433  0.109
C -1.734 1.658 5.502  -0.039
C -1.562 1.230 4.039  -0.640
C -0.080 0.893 3.733  -0.023
O -2.406 0.413 3.640  -0.039
H -1.743 0.831 6.164  0.061
H -2.693 2.277 5.669  0.109
H -0.816 2.244 5.830  0.103
H -1.809 2.172 3.416  0.144
H 0.027 0.280 2.773  0.068
H 0.418 0.365 4.540  0.081
H 0.518 1.809 3.696  0.082
H -3.346 0.784 3.837  0.199
C -0.677 5.040 -2.925  -0.027
C -0.761 3.652 -3.611  -0.628
C -1.815 2.826 -2.888  -0.002
O -0.697 3.745 -4.850  0.071
H -1.546 5.568 -3.184  0.057
H 0.166 5.637 -3.234  0.073
H -0.561 4.994 -1.813  0.062
H 0.175 3.154 -3.395  0.114
H -1.547 2.615 -1.950  0.007
H -1.830 1.821 -3.322  0.073
H -2.688 3.391 -2.849  0.075
H -1.463 4.227 -5.112  0.107
C 0.119 0.356 -0.183  -0.164
O -0.125 -0.988 -0.046  -0.125
H -0.364 0.869 -0.984  0.062
H 1.140 0.576 -0.313  0.025
H -0.102 0.879 0.765  0.072
H -0.615 -1.224 0.753  0.010
C -3.302 1.246 0.579  -0.188
O -3.850 0.462 -0.427  -0.101
H -2.362 0.816 0.938  0.049
H -3.810 1.248 1.514  0.056
H -3.182 2.303 0.278  0.085
H -3.841 -0.428 -0.051  0.023
C -1.756 -0.636 -2.661  -0.115
O -1.442 -1.938 -3.224  -0.142
H -2.003 -0.864 -1.594  0.079
H -2.584 -0.092 -3.120  0.083
H -0.815 -0.123 -2.742  0.049
H -1.304 -2.505 -2.454  -0.003

Summary:
relative energy (zero: lowest compared OMol25 entry of this formula, charge and spin)	1176.8	kJ/mol
HOMO energy	-0.335	Eh
E_LUMO	-0.3	eV
orbital gap	0.32445	Eh
maximum force	0.2094	Eh/bohr
SMILES	NC(N)=O.NC(N)=O.NC(N)=O.NC(N)=O.NC(N)=O.NC(N)=O.CC(C)O.CC(C)O.CC(C)O.CO.CO.CO
charge	0
spin multiplicity	1
energy	-62083.0287	eV



# 2
ORCA calculation (the ωB97M-V functional and the def2-TZVPD basis) on a structure of composition C24H33As3BrORbS4.

Last column: Löwdin charge in e.
CARTESIAN COORDINATES (ANGSTROEM)
Rb -0.221 -0.063 -0.008  0.364
C 0.420 1.291 5.012  -0.354
As 0.490 0.224 3.368  1.075
C -1.029 -0.911 3.856  -0.346
C 1.825 -1.161 3.885  -0.346
C 3.321 -1.040 3.524  -0.667
C 4.004 -2.291 4.100  -0.120
C 3.576 -1.086 2.000  -0.362
As 2.858 0.331 0.768  1.021
C 4.211 1.725 1.080  -0.328
C 3.793 -0.433 -0.785  -0.333
C 3.954 0.246 4.110  -0.374
As 4.861 0.151 5.856  1.094
C 5.204 2.082 5.946  -0.362
C 3.351 0.162 7.105  -0.348
H 0.451 0.645 5.890  0.009
H -0.531 1.824 4.994  0.015
H 1.224 2.026 5.059  -0.004
H -0.899 -1.279 4.879  0.023
H -1.091 -1.741 3.149  -0.035
H -1.956 -0.348 3.764  0.003
H 1.428 -2.066 3.413  0.069
H 1.714 -1.303 4.964  0.061
H 3.604 -3.182 3.610  0.088
H 3.830 -2.397 5.176  0.054
H 5.085 -2.265 3.936  0.071
H 3.119 -2.002 1.608  0.076
H 4.657 -1.175 1.834  0.068
H 5.209 1.283 1.138  0.017
H 4.004 2.288 1.989  0.005
H 4.147 2.403 0.230  0.015
H 4.819 -0.692 -0.513  0.015
H 3.785 0.306 -1.584  -0.013
H 3.276 -1.328 -1.131  0.021
H 3.230 1.064 4.133  0.053
H 4.765 0.577 3.459  0.048
H 5.974 2.350 5.223  0.011
H 5.556 2.343 6.945  0.006
H 4.296 2.646 5.725  0.018
H 2.842 -0.801 7.086  0.008
H 2.638 0.944 6.851  0.001
H 3.739 0.332 8.110  0.007
Br 1.332 0.696 -3.317  0.740
C 0.804 2.527 -3.252  -0.604
C 0.401 3.096 -4.423  -0.164
C -0.042 4.442 -4.417  -0.114
C -0.084 5.141 -3.247  -0.069
C 0.323 4.544 -2.023  -0.187
C 0.233 5.257 -0.800  -0.085
C 0.621 4.651 0.360  -0.112
C 1.149 3.331 0.340  -0.209
C 1.289 2.561 -0.797  -0.217
C 0.819 3.204 -1.991  -0.262
H 0.406 2.520 -5.337  0.081
H -0.363 4.901 -5.344  0.088
H -0.444 6.165 -3.232  0.097
H -0.162 6.269 -0.804  0.092
H 0.527 5.186 1.302  0.086
H 1.460 2.919 1.303  0.042
O -4.978 -5.722 -0.899  -0.155
C -4.225 -4.829 -0.537  -1.096
S -2.515 -5.044 -0.210  0.870
C -2.135 -3.417 0.368  -1.228
C -3.176 -2.546 0.406  -1.232
S -3.245 -0.865 0.912  0.225
S -4.730 -3.200 -0.133  0.872
S -0.442 -3.200 0.808  0.217

Summary:
relative energy (zero: lowest compared OMol25 entry of this formula, charge and spin)	0.0	kJ/mol
HOMO energy	-0.020	Eh
E_LUMO	3.8	eV
orbital gap	0.16019	Eh
maximum force	0.0149	Eh/bohr
charge	-2
spin multiplicity	1
energy	-324026.1006	eV



# 3
ORCA calculation (the ωB97M-V functional and the def2-TZVPD basis) on a cluster of 8 separate species, C58H78FN9O5S3 in total at a distorted geometry.

Last column: Löwdin charge in e.
CARTESIAN COORDINATES (ANGSTROEM)
C -2.519 5.430 6.798  -0.067
C -2.877 4.349 7.817  -0.286
O -3.469 3.251 7.164  -0.130
C -2.811 2.027 7.394  -0.206
C -3.098 1.002 6.298  -0.182
O -3.170 1.592 5.003  -0.134
C -2.465 0.849 4.031  -0.185
C -1.010 1.291 3.890  -0.191
C -0.547 2.320 4.672  -0.002
C 0.777 2.732 4.591  -0.003
C 1.614 2.112 3.694  -0.101
C 3.080 2.560 3.606  -0.159
O 3.457 3.310 4.743  -0.205
C 3.822 2.487 5.841  -0.088
C 1.161 1.092 2.860  -0.162
C -0.157 0.689 2.984  -0.355
S -0.757 -0.633 1.968  1.106
C 0.743 -1.541 1.672  -0.363
C 1.953 -0.861 1.693  -0.225
C 3.114 -1.603 1.434  -0.467
S 4.720 -0.811 1.449  0.846
C 3.079 -2.947 1.149  -0.039
C 1.860 -3.598 1.114  -0.164
C 1.906 -5.048 0.758  -0.204
C 1.540 -5.478 -0.515  -0.009
C 1.664 -6.831 -0.738  -0.062
C 2.101 -7.714 0.227  -0.139
N 2.442 -7.306 1.447  0.083
C 2.346 -6.004 1.653  -0.111
C 0.692 -2.912 1.392  -0.199
S -0.801 -3.879 1.324  0.645
O -0.636 -5.124 1.989  -0.233
O -1.127 -4.020 -0.056  -0.230
F -1.950 -3.131 2.064  -0.175
N 2.110 0.546 1.926  -0.004
C 2.133 1.266 0.641  -0.200
C 3.253 2.030 0.360  -0.076
C 3.316 2.677 -0.872  -0.104
C 2.315 2.578 -1.806  -0.080
C 1.187 1.830 -1.508  -0.084
C 1.117 1.186 -0.298  -0.022
H -2.276 6.372 7.297  0.073
H -3.411 5.621 6.200  0.080
H -1.661 5.153 6.184  0.063
H -1.998 4.070 8.410  0.113
H -3.571 4.814 8.528  0.114
H -1.725 2.215 7.378  0.110
H -3.012 1.613 8.392  0.119
H -4.064 0.539 6.517  0.111
H -2.272 0.288 6.324  0.126
H -2.956 1.086 3.081  0.135
H -2.561 -0.220 4.246  0.123
H -1.190 2.839 5.366  0.099
H 1.103 3.546 5.223  0.120
H 3.163 3.210 2.738  0.087
H 3.681 1.654 3.478  0.107
H 2.922 2.091 6.325  0.086
H 4.379 3.113 6.536  0.089
H 4.437 1.644 5.508  0.088
H 4.811 -0.530 2.765  -0.119
H 3.985 -3.490 0.924  0.122
H 1.205 -4.789 -1.277  0.127
H 1.417 -7.222 -1.720  0.106
H 2.177 -8.764 -0.028  0.105
H 2.645 -5.649 2.639  0.128
H 4.076 2.106 1.049  0.079
H 4.200 3.249 -1.120  0.092
H 2.364 3.058 -2.775  0.101
H 0.362 1.690 -2.196  0.059
H 0.244 0.579 -0.095  0.080
C -2.958 -0.440 11.418  -0.111
C -4.468 -0.361 11.219  -0.262
C -5.037 -1.579 10.482  -0.185
C -4.444 -1.699 9.146  -0.224
N -3.977 -1.775 8.097  0.161
H -2.429 -0.460 10.464  0.066
H -2.601 0.429 11.971  0.073
H -2.682 -1.334 11.981  0.077
H -4.710 0.548 10.663  0.107
H -4.955 -0.280 12.192  0.108
H -6.118 -1.485 10.375  0.118
H -4.832 -2.494 11.039  0.120
C 6.961 6.607 2.483  -0.110
C 5.650 7.211 2.973  -0.259
C 4.571 6.156 3.241  -0.177
C 4.256 5.411 2.018  -0.194
N 4.009 4.826 1.057  0.200
H 6.832 6.092 1.530  0.070
H 7.708 7.386 2.334  0.071
H 7.358 5.892 3.208  0.077
H 5.286 7.927 2.233  0.111
H 5.832 7.768 3.894  0.107
H 3.657 6.629 3.602  0.123
H 4.903 5.447 4.001  0.111
C -3.363 1.472 -5.186  -0.109
C -2.785 2.785 -4.669  -0.258
C -1.352 3.033 -5.151  -0.176
C -0.454 1.968 -4.686  -0.219
N 0.243 1.122 -4.332  0.163
H -2.795 0.614 -4.822  0.070
H -4.392 1.350 -4.847  0.072
H -3.361 1.446 -6.278  0.055
H -2.810 2.785 -3.576  0.108
H -3.414 3.611 -5.003  0.108
H -0.982 3.987 -4.773  0.117
H -1.320 3.065 -6.241  0.117
C 1.449 0.210 -7.989  -0.105
C 1.010 -1.210 -8.321  -0.254
C -0.030 -1.249 -9.443  -0.175
C -1.222 -0.499 -9.025  -0.203
N -2.125 0.115 -8.663  0.172
H 0.612 0.808 -7.627  0.055
H 2.205 0.203 -7.204  0.073
H 1.875 0.705 -8.865  0.079
H 0.600 -1.678 -7.423  0.116
H 1.880 -1.796 -8.618  0.075
H -0.320 -2.275 -9.669  0.119
H 0.371 -0.806 -10.355  0.122
C 5.369 -5.711 -9.140  -0.110
C 5.808 -4.324 -8.685  -0.262
C 4.636 -3.346 -8.538  -0.193
C 3.945 -3.166 -9.821  -0.250
N 3.408 -3.027 -10.829  0.151
H 4.908 -5.680 -10.128  0.071
H 6.227 -6.380 -9.202  0.073
H 4.652 -6.145 -8.441  0.077
H 6.530 -3.923 -9.398  0.112
H 6.318 -4.405 -7.724  0.108
H 4.995 -2.374 -8.198  0.118
H 3.919 -3.718 -7.805  0.120
C -3.566 -6.190 2.967  -0.100
C -4.843 -5.530 3.476  -0.259
C -5.916 -6.541 3.895  -0.194
C -6.313 -7.385 2.762  -0.241
N -6.625 -8.046 1.873  0.140
H -3.753 -6.781 2.069  0.080
H -2.823 -5.437 2.711  0.028
H -3.133 -6.845 3.725  0.085
H -5.243 -4.874 2.700  0.112
H -4.603 -4.900 4.335  0.108
H -6.801 -6.023 4.266  0.114
H -5.542 -7.184 4.694  0.118
C -3.915 3.531 -12.598  -0.113
C -3.377 2.254 -11.962  -0.265
C -4.108 1.874 -10.669  -0.200
C -3.961 2.932 -9.663  -0.246
N -3.841 3.760 -8.872  0.139
H -3.782 4.391 -11.941  0.070
H -3.387 3.747 -13.528  0.070
H -4.978 3.437 -12.828  0.076
H -2.312 2.378 -11.754  0.110
H -3.472 1.431 -12.673  0.106
H -3.697 0.952 -10.262  0.069
H -5.170 1.717 -10.865  0.120

Summary:
HOMO energy	-0.303	Eh
E_LUMO	0.1	eV
orbital gap	0.30524	Eh
maximum force	0.0563	Eh/bohr
SMILES	CCOCCOCc1ccc(COC)c2c1Sc1c(c(S)cc(-c3cccnc3)c1S(=O)(=O)F)N2c1ccccc1.CCCC#N.CCCC#N.CCCC#N.CCCC#N.CCCC#N.CCCC#N.CCCC#N
charge	0
spin multiplicity	1
energy	-120279.4363	eV